No. 1
An isolated ion of composition C5H13N2O and charge +1, computed with wB97M-V/def2-TZVPD.

Calculated values
* DFT total energy: -10412.3163 eV
* LUMO: -7.76 eV
* total charge: +1
* relative energy (zero: lowest compared OMol25 entry of this formula, charge and spin): 567.30 kJ/mol
* HOMO level: -13.94 eV

Each line ends with the Löwdin charge.
Cartesian coordinates (Å):
1 O 0.4061 0.9610 -0.9483  0.15
2 N -1.9577 -0.1456 -0.0038  0.03
3 N 1.7128 -0.2555 0.5156  -0.03
4 C 0.5083 0.4353 0.1409  -0.49
5 C -0.7770 -0.8280 0.1116  -0.16
6 C 2.8971 0.6974 0.3841  -0.03
7 C -2.2066 1.1253 0.6285  -0.03
8 C -0.5977 -1.7605 -1.0734  0.01
9 H 0.2387 1.0411 1.0324  0.18
10 H -0.8616 -1.3065 1.0950  0.20
11 H -1.6689 1.9064 0.0758  0.12
12 H 3.3527 0.8873 1.3525  0.08
13 H 3.6209 0.0933 -0.1560  0.09
14 H -1.3440 -2.5521 -1.0853  0.11
15 H -1.9841 1.1265 1.6978  0.11
16 H 1.9151 -0.9337 -0.2118  0.09
17 H 2.6365 1.6090 -0.1463  0.09
18 H -2.2705 -0.1298 -0.9695  0.16
19 H -3.2735 1.3554 0.5859  0.11
20 H -0.7600 -1.1709 -1.9784  0.10
21 H 0.4136 -2.1554 -1.0473  0.09

***

No. 2
A single C5H8OS2 molecule, computed with wB97M-V/def2-TZVPD.

Calculated values
* DFT total energy: -29028.3856 eV
* LUMO: 0.71 eV
* relative energy (zero: lowest compared OMol25 entry of this formula, charge and spin): 414.47 kJ/mol
* HOMO level: -8.58 eV

Each line ends with the Löwdin charge.
Cartesian coordinates (Å):
1 S 0.0648 -2.1090 -0.6850  0.80
2 S 0.8025 0.3279 -2.5092  0.85
3 O -1.1724 1.2950 0.9795  -0.12
4 C -1.0150 1.0220 2.3972  -0.07
5 C -0.0243 0.8955 0.4095  -0.43
6 C 0.4245 -0.4962 0.1134  -0.54
7 C -0.0994 0.4513 -0.9695  -0.59
8 C 0.7900 -1.4761 -2.3850  -0.69
9 H 1.5209 -0.5513 0.2235  0.09
10 H 1.7247 -1.9446 -2.5748  0.01
11 H 0.1303 -1.8690 -3.1834  0.03
12 H -0.4555 1.8824 2.7754  0.07
13 H -0.3423 0.0391 2.5919  0.14
14 H 0.9299 1.3639 0.8570  0.18
15 H -2.0906 1.0565 2.9078  0.13
16 H -1.1881 0.1123 -0.9485  0.13

***

No. 3
A single C5H4FNO molecule, computed with wB97M-V/def2-TZVPD.

Calculated values
* DFT total energy: -11501.9449 eV
* LUMO: -0.26 eV
* relative energy (zero: lowest compared OMol25 entry of this formula, charge and spin): 253.58 kJ/mol
* HOMO level: -9.60 eV

Each line ends with the Löwdin charge.
Cartesian coordinates (Å):
1 F -0.2437 -1.0760 -3.5663  0.19
2 O -2.1801 -1.9435 -2.4282  -0.13
3 N -0.4271 -0.6323 -1.2656  -0.02
4 C 0.6119 0.3313 -1.0956  -0.01
5 C -0.8475 -1.2143 -2.4276  -0.24
6 C 0.6299 0.6212 0.2112  -0.06
7 C -0.3252 -0.1754 0.8912  -0.03
8 C -1.0208 -0.8102 -0.0613  -0.06
9 H -1.8072 -1.4443 0.0782  0.10
10 H 1.2376 1.2926 0.6736  0.08
11 H 1.0305 0.6250 -1.9906  0.10
12 H -0.4845 -0.1592 1.9042  0.09

***

No. 4
C39H59ClHfN6O2Si as an isolated structure, computed with wB97M-V/def2-TZVPD.

Calculated values
* DFT total energy: -76131.9749 eV
* LUMO: -5.67 eV
* total charge: +2
* relative energy (zero: lowest compared OMol25 entry of this formula, charge and spin): 123.72 kJ/mol
* HOMO level: -13.16 eV

Each line ends with the Löwdin charge.
Cartesian coordinates (Å):
1 Hf 1.2057 0.7889 0.6337  1.71
2 Cl 3.4999 -3.6811 -4.4124  0.69
3 Si -0.4542 1.4476 3.1179  0.62
4 O 2.9737 0.1871 0.3104  -0.36
5 O -2.0006 -1.8106 -3.1734  -0.02
6 N -1.2448 0.3214 -0.4244  -0.03
7 N -2.9618 -0.8233 -1.0951  -0.08
8 N -3.3384 0.4674 -1.2187  0.16
9 N 1.0763 -0.1045 -1.7409  -0.04
10 N 2.2408 1.3612 2.8194  -0.25
11 N 0.7496 1.3013 -1.9173  -0.04
12 C -1.9020 1.5629 4.2341  -0.26
13 C 0.7753 5.3275 0.7204  -0.04
14 C -0.3729 -4.5329 -4.0052  -0.03
15 C 4.4095 -0.8918 -1.3016  -0.02
16 C -3.2930 -2.4190 -3.0116  -0.41
17 C 0.8879 -4.3409 -4.5503  -0.08
18 C -3.9749 1.7201 6.0925  -0.06
19 C -0.6297 -4.2868 -2.6583  -0.23
20 C 1.9212 -3.9096 -3.7355  -0.67
21 C 3.0498 2.6007 2.5701  -0.16
22 C -3.1732 -3.9487 -2.9099  -0.12
23 C 4.1510 0.3857 -0.5220  -0.63
24 C 3.1719 0.2533 3.2121  -0.18
25 C 0.0575 3.0421 0.6687  -0.25
26 C -2.2860 1.1230 -0.8044  -0.17
27 C -3.6929 -2.4312 -5.5290  -0.03
28 C -1.7252 -0.9002 -0.6279  -0.15
29 C 4.3360 2.6914 3.4013  -0.15
30 C 5.3467 0.6832 0.3687  -0.03
31 C 4.1791 2.0040 4.7533  -0.17
32 C -3.7956 -1.8962 -1.6312  -0.01
33 C -0.0007 4.2239 2.7343  -0.09
34 C -3.8179 2.7219 5.1447  -0.06
35 C -4.3540 -0.4473 -4.1941  -0.04
36 C 0.5590 4.1688 0.0052  -0.06
37 C -4.2404 -1.9754 -4.1676  -0.53
38 C -0.1167 -0.1287 2.1434  -0.33
39 C -2.0107 -4.4991 -2.0808  -0.12
40 C -2.0795 0.5532 5.1883  -0.09
41 C 3.8724 0.5130 4.5498  -0.15
42 C 0.4572 5.3583 2.0785  -0.02
43 C -0.2091 3.0221 2.0482  -0.24
44 C 1.2247 1.5383 3.9356  -0.20
45 C 3.9160 1.5773 -1.4673  -0.03
46 C 1.7060 -3.6909 -2.3826  -0.11
47 C -5.6405 -2.5780 -3.9969  -0.03
48 C 0.4316 -3.8778 -1.8574  -0.05
49 C -3.1088 0.6334 6.1140  -0.06
50 C -2.7861 2.6445 4.2188  -0.09
51 H 5.2403 1.6380 0.8850  0.07
52 H 1.0744 -4.5429 -5.5971  0.12
53 H 2.5378 -3.4195 -1.7438  0.10
54 H -1.4146 -0.3063 5.2111  0.11
55 H 5.4955 -0.1100 1.1028  0.10
56 H -2.6860 3.4278 3.4754  0.10
57 H -3.8059 -2.7009 -0.8990  0.14
58 H -0.1385 1.3796 -2.4008  0.10
59 H -6.1453 -2.2373 -3.0900  0.09
60 H -4.5010 3.5611 5.1245  0.11
61 H -6.2660 -2.2698 -4.8362  0.10
62 H 1.4549 1.7308 -2.5060  0.09
63 H 0.7313 4.1419 -1.0638  0.11
64 H -3.7653 -3.5083 -5.6800  0.09
65 H -4.7264 -0.0343 -3.2546  0.07
66 H 1.4036 2.4574 4.4932  0.10
67 H -5.6252 -3.6692 -3.9918  0.09
68 H -2.6552 -2.1277 -5.7033  0.09
69 H -2.2695 2.2031 -0.7569  0.13
70 H 4.8045 -0.0554 4.5292  0.12
71 H -5.0543 -0.1523 -4.9773  0.10
72 H 0.3677 -0.8063 2.8558  0.02
73 H 5.0878 2.1246 5.3404  0.12
74 H 3.9017 0.1575 2.4202  0.08
75 H -3.2393 -0.1504 6.8488  0.11
76 H -4.7782 1.7835 6.8156  0.12
77 H 3.2203 2.3088 -1.0452  0.06
78 H -1.1639 -4.8967 -4.6525  0.12
79 H -1.0218 -0.6102 1.7880  -0.01
80 H 3.3065 2.6331 1.5041  0.10
81 H -4.7932 -1.4777 -1.6952  0.12
82 H -3.1310 -4.3855 -3.9067  0.10
83 H 3.5488 1.2622 -2.4488  0.08
84 H 3.4833 -1.2995 -1.7047  0.04
85 H -4.2797 -1.9610 -6.3192  0.10
86 H 4.5943 3.7436 3.5209  0.13
87 H 3.3842 2.4855 5.3247  0.11
88 H -1.6233 -2.1256 -4.0025  0.09
89 H -0.3664 2.2598 0.0375  0.01
90 H 2.6046 -0.6769 3.2362  0.12
91 H 2.4057 3.4518 2.7657  0.10
92 H 0.2658 -0.6748 -1.9643  0.07
93 H 0.5856 6.2791 2.6347  0.13
94 H 0.2756 -3.7406 -0.7905  0.11
95 H 1.3293 0.7177 4.6473  0.10
96 H 5.0952 -0.6997 -2.1277  0.11
97 H 5.1663 2.2287 2.8634  0.10
98 H 4.8544 -1.6559 -0.6621  0.10
99 H -2.1770 -5.5742 -1.9723  0.14
100 H -0.1923 4.2749 3.8015  0.12
101 H -3.3930 0.0227 -4.4101  0.09
102 H 4.8464 2.1151 -1.6430  0.10
103 H 1.1531 6.2130 0.2261  0.12
104 H 1.8065 -0.3827 -2.3883  0.09
105 H -4.1024 -4.3184 -2.4689  0.13
106 H 6.2438 0.7362 -0.2499  0.11
107 H -1.2040 -1.8332 -0.4746  0.14
108 H 3.2964 0.1193 5.3868  0.11
109 H -2.0366 -4.1027 -1.0590  0.11

***

No. 5
ClFeO4Ti as an isolated structure, computed with wB97M-V/def2-TZVPD.

Calculated values
* DFT total energy: -78193.9782 eV
* LUMO (alpha / beta): -4.59 / -5.51 eV
* multiplicity: 9
* total charge: +1
* HOMO level (alpha / beta): -11.54 / -13.98 eV

Each line ends with the Löwdin charge.
Cartesian coordinates (Å):
1 Fe -0.0842 3.5319 0.1194  0.97
2 Ti -2.0185 -2.9151 1.0810  0.96
3 Cl 0.4533 -0.1841 -0.2400  0.70
4 O 1.6440 -0.7988 0.1760  -0.25
5 O 0.4470 1.3036 0.0238  -0.59
6 O 0.1837 -0.1085 -1.6632  -0.30
7 O -0.6253 -0.8291 0.5029  -0.48

***

No. 6
C25H17AuCl2N4O5S as an isolated structure, computed with wB97M-V/def2-TZVPD.

Calculated values
* DFT total energy: -81970.8472 eV
* LUMO (alpha / beta): -0.69 / -2.97 eV
* multiplicity: 3
* HOMO level (alpha / beta): -8.35 / -8.65 eV

Each line ends with the Löwdin charge.
Cartesian coordinates (Å):
1 Au -1.1326 -1.1778 0.6970  1.16
2 Cl -5.6779 1.3676 5.2540  0.72
3 Cl -2.9061 1.9237 6.6244  0.71
4 S 0.1205 0.6354 -1.9079  0.43
5 O 0.0177 0.6687 -0.4352  -0.42
6 O -0.8709 1.4473 -2.5700  -0.31
7 O 0.2349 -0.7445 -2.3842  -0.38
8 O -5.3165 -1.1664 0.9621  0.10
9 O 0.9840 0.1490 4.0681  0.10
10 N -3.0806 -0.8678 1.4660  0.02
11 N -2.3995 -2.0737 -0.8719  0.01
12 N 1.0960 -1.5253 0.9420  0.01
13 N -0.7405 -0.4187 2.6336  0.03
14 C 2.7630 0.6191 -2.6847  -0.07
15 C -3.1185 -0.2320 2.6481  -0.16
16 C -1.8036 0.6944 4.5346  -0.02
17 C 4.2057 2.5597 -2.6140  -0.28
18 C -1.8256 0.0206 3.2896  -0.16
19 C -4.2990 0.1994 3.2972  -0.03
20 C -2.0175 -2.5801 -2.0404  -0.10
21 C 3.1216 3.3107 -2.1562  -0.04
22 C 1.8817 2.7319 -1.9659  -0.05
23 C -2.9340 -2.9142 -3.0261  -0.02
24 C 1.9375 -1.8993 -0.0156  -0.11
25 C -4.2261 0.8476 4.4941  -0.66
26 C 3.7541 -0.7954 1.0607  -0.03
27 C 4.0065 1.2111 -2.8756  -0.05
28 C -4.2786 -2.7039 -2.7895  -0.03
29 C -4.1395 -1.2589 0.6852  -0.40
30 C 5.5434 3.2096 -2.8356  -0.06
31 C 3.2773 -1.5493 0.0035  -0.04
32 C 2.8792 -0.4166 2.0673  0.02
33 C -2.9673 1.0985 5.1169  -0.66
34 C 1.7015 1.3775 -2.2261  -0.27
35 C -3.7065 -1.8614 -0.6393  -0.17
36 C 1.5520 -0.7852 1.9600  -0.19
37 C -4.6749 -2.1697 -1.5717  0.01
38 C 0.5774 -0.3000 3.0180  -0.39
39 H 3.2559 4.3669 -1.9518  0.11
40 H -5.7090 -1.9767 -1.3276  0.12
41 H -5.2534 0.0127 2.8336  0.10
42 H 3.9214 -1.8499 -0.8102  0.11
43 H -0.9556 -2.6833 -2.1960  0.10
44 H 1.5172 -2.4708 -0.8312  0.11
45 H 2.6047 -0.4293 -2.8995  0.10
46 H 5.8680 3.7567 -1.9492  0.08
47 H -5.0148 -2.9424 -3.5453  0.12
48 H 4.8332 0.6139 -3.2442  0.11
49 H 5.5001 3.9242 -3.6596  0.08
50 H 6.3068 2.4703 -3.0760  0.07
51 H -2.5800 -3.3109 -3.9662  0.12
52 H 1.0438 3.3219 -1.6175  0.12
53 H -0.8577 0.8853 5.0133  0.10
54 H 3.1893 0.1725 2.9177  0.12
55 H 4.7920 -0.4928 1.0969  0.12